No. 1
# C5H14N2O2

One molecule with the formula C5H14N2O2 at a distorted geometry (wB97M-V/def2-TZVPD, the Open Molecules 2025 dataset).

```
23
Properties=species:S:1:pos:R:3:mulliken_charge:R:1
C -0.554 2.707 0.134 -1.362
C -0.879 1.282 -0.297 -0.632
C 0.260 0.177 0.207 0.292
N 1.483 0.511 -0.474 -0.553
O 0.389 0.295 1.606 -0.611
C -0.292 -1.214 -0.094 0.877
C 0.944 -2.188 0.463 -1.665
N -0.501 -1.403 -1.478 -0.636
O -1.457 -1.468 0.636 -0.582
H -1.233 3.416 -0.339 0.408
H -0.652 2.828 1.213 0.327
H 0.464 2.966 -0.156 0.346
H -0.906 1.231 -1.386 0.422
H -1.850 0.971 0.091 0.321
H 2.262 -0.030 -0.118 0.231
H 1.336 0.642 -1.466 0.242
H 0.631 1.215 1.771 0.407
H 0.486 -3.160 0.625 0.452
H 1.696 -2.274 -0.317 0.451
H 1.386 -1.883 1.408 0.353
H -0.269 -2.335 -1.796 0.230
H -1.437 -1.148 -1.765 0.247
H -1.306 -1.139 1.533 0.434
```

Values from the calculation:
Kohn-Sham gap = 0.3576 hartree
total energy = -458.89706 Ha
energy above the lowest of the compared OMol25 structures with the same formula, charge and spin = 25.44 kcal per mole
highest occupied orbital energy = -0.3251 Eh

No. 2
# C5H14N2O2

A 2-piece molecular cluster, C5H14N2O2 overall at a distorted geometry (wB97M-V/def2-TZVPD, the Open Molecules 2025 dataset).

```
23
Properties=species:S:1:pos:R:3:mulliken_charge:R:1
C -1.066 0.642 -1.590 -1.335
C 0.354 0.394 -1.143 0.944
O 1.134 -0.300 -1.771 -0.649
N 0.754 1.061 0.000 0.104
C -0.103 1.997 0.694 -1.030
C 2.165 1.110 0.323 -1.118
H -1.766 0.310 -0.827 0.316
H -1.239 0.083 -2.506 0.306
H -1.235 1.700 -1.776 0.416
H -0.342 2.871 0.082 0.300
H 0.409 2.338 1.592 0.353
H -1.033 1.506 0.983 0.322
H 2.686 0.414 -0.331 0.359
H 2.316 0.818 1.365 0.343
H 2.570 2.114 0.175 0.373
C -0.450 -2.772 0.105 -0.688
N -0.379 -1.706 1.084 -0.419
O -1.630 -1.002 1.168 -0.410
H -0.699 -2.419 -0.900 0.257
H -1.207 -3.493 0.418 0.283
H 0.524 -3.255 0.082 0.302
H 0.347 -0.975 0.890 0.367
H -2.111 -1.434 1.886 0.304
```

Values from the calculation:
Kohn-Sham gap = 0.3529 hartree
total energy = -458.84147 Ha
energy above the lowest of the compared OMol25 structures with the same formula, charge and spin = 60.32 kcal per mole
highest occupied orbital energy = -0.3241 Eh

No. 3
# C5H14N2O2

A 2-piece molecular cluster, C5H14N2O2 overall at a distorted geometry (wB97M-V/def2-TZVPD, the Open Molecules 2025 dataset).

```
23
Properties=species:S:1:pos:R:3:mulliken_charge:R:1
N 1.193 2.015 2.611 -0.586
C 0.675 1.073 1.755 0.147
C -0.664 0.938 1.483 -0.705
C -1.154 -0.215 0.621 -0.529
C -0.471 -0.345 -0.704 0.689
N -0.968 -1.465 -1.606 -0.697
C -0.054 0.977 -1.452 -0.654
O 0.978 0.557 -2.359 -0.567
H 2.113 2.219 2.586 0.220
H 0.713 2.918 2.695 0.212
H 1.487 0.408 1.444 0.305
H -1.389 1.720 2.000 0.108
H -1.066 -1.192 1.093 0.234
H -2.245 -0.141 0.398 0.447
H 0.521 -0.868 -0.481 -0.192
H -1.087 -1.169 -2.636 0.227
H -1.916 -1.784 -1.220 0.263
H 0.363 1.613 -0.707 0.500
H -0.811 1.506 -2.111 0.206
H 1.856 1.198 -2.150 0.336
O 0.272 -2.930 0.189 -0.691
H -0.665 -3.199 -0.150 0.348
H 0.565 -2.657 -0.656 0.378
```

Values from the calculation:
Kohn-Sham gap = 0.3182 hartree
total energy = -458.79243 Ha
energy above the lowest of the compared OMol25 structures with the same formula, charge and spin = 91.09 kcal per mole
highest occupied orbital energy = -0.2930 Eh

No. 4
# C5H14N2O2

A 3-piece molecular cluster, C5H14N2O2 overall (wB97M-V/def2-TZVPD, the Open Molecules 2025 dataset).

```
23
Properties=species:S:1:pos:R:3:mulliken_charge:R:1
C -0.139 0.311 1.808 0.764
C -1.981 -1.139 -0.599 -0.653
N -0.973 1.262 1.340 -0.411
N -0.557 -0.572 2.730 -0.635
O -1.150 -1.341 0.472 -0.795
O 1.158 0.430 1.606 -0.467
H 1.351 0.991 0.828 0.271
H -0.734 1.647 0.436 0.273
H -1.950 1.010 1.406 0.289
H -1.218 -1.180 2.172 0.397
H 0.215 -1.119 3.092 0.305
H -1.540 -1.443 -1.571 0.159
H -2.273 -0.063 -0.738 0.188
H -2.942 -1.682 -0.523 0.270
C 1.415 -0.823 -1.402 -0.904
C 0.990 0.601 -1.530 0.039
C 1.730 1.675 -1.237 -0.896
H -0.033 0.749 -1.869 0.327
H 1.304 -1.335 -2.363 0.332
H 2.453 -0.912 -1.076 0.298
H 0.754 -1.331 -0.686 0.195
H 2.769 1.581 -0.933 0.371
H 1.350 2.682 -1.362 0.284
```

Values from the calculation:
Kohn-Sham gap = 0.3098 hartree
total energy = -458.82049 Ha
energy above the lowest of the compared OMol25 structures with the same formula, charge and spin = 73.48 kcal per mole
highest occupied orbital energy = -0.2837 Eh

No. 5
# C5H14N2O4P

C5H14N2O4P as an isolated structure at a distorted geometry (wB97M-V/def2-TZVPD, the Open Molecules 2025 dataset).

```
26
Properties=species:S:1:pos:R:3:mulliken_charge:R:1
C 1.305 0.265 0.060 0.952
C 2.907 1.512 1.459 -0.899
C 1.798 -1.011 -1.980 -0.800
C -2.345 0.757 -1.775 -0.608
C -2.952 -1.010 2.014 -0.700
N 2.555 0.680 0.321 -0.205
N 0.241 0.583 0.754 -0.543
O -0.739 -2.289 0.122 -0.549
O 1.024 -0.530 -0.922 -0.289
O -1.414 -0.323 -1.506 -0.250
O -2.459 -0.428 0.794 -0.229
P -1.297 -0.988 -0.091 1.036
H 2.142 2.278 1.296 0.297
H 2.786 0.829 2.363 0.277
H 3.944 1.804 1.398 0.335
H 0.983 -1.374 -2.708 0.252
H 2.384 -1.886 -1.738 0.277
H 2.366 -0.157 -2.311 0.420
H -2.641 1.376 -0.883 0.314
H -3.204 0.337 -2.372 0.278
H -1.888 1.303 -2.548 0.306
H -2.477 -1.929 2.117 0.352
H -3.944 -1.226 1.910 0.322
H -2.730 -0.316 2.989 0.236
H 3.369 0.411 -0.213 0.238
H 0.285 1.333 1.451 0.182
```

Values from the calculation:
Kohn-Sham gap = 0.3946 hartree
charge = +1
total energy = -950.48969 Ha
energy above the lowest of the compared OMol25 structures with the same formula, charge and spin = 74.12 kcal per mole
highest occupied orbital energy = -0.4992 Eh

No. 6
# C5H14N2S

A 2-piece molecular cluster, C5H14N2S overall at a distorted geometry (wB97M-V/def2-TZVPD, the Open Molecules 2025 dataset).

```
22
Properties=species:S:1:pos:R:3:mulliken_charge:R:1
C -0.868 -0.705 2.282 -1.365
C -0.670 -0.438 0.773 0.744
C -1.036 0.850 0.104 -0.753
C -1.343 0.931 -1.362 -0.543
S 0.065 0.508 -2.738 -0.367
N 0.907 -0.821 0.455 -0.502
C 1.532 -2.174 -0.255 -0.299
N 2.267 -2.158 -1.514 -0.754
H -1.813 -0.303 2.715 0.365
H -0.830 -1.871 2.427 0.254
H -0.189 -0.166 2.912 0.358
H -1.236 -1.347 0.189 0.102
H -0.496 5.680 0.302 -0.028
H -0.756 1.807 0.590 0.276
H -2.194 0.189 -1.634 0.248
H -1.695 1.857 -1.854 0.351
H 0.216 5.935 0.312 0.028
H 1.162 0.023 -0.030 0.201
H 0.615 -2.910 -0.414 0.186
H 2.139 -2.678 0.521 0.302
H 3.268 -1.833 -1.466 0.056
H 0.955 -0.377 -2.316 0.139
```

Values from the calculation:
Kohn-Sham gap (alpha / beta) = 0.2267 / 0.1857 hartree
spin multiplicity = 2
⟨S²⟩ = 0.763
charge = -1
total energy = -706.39079 Ha
energy above the lowest of the compared OMol25 structures with the same formula, charge and spin = 110.88 kcal per mole
highest occupied orbital energy (alpha / beta) = -0.0938 / -0.0834 Eh

No. 7
# C5H14N2S

A 3-piece molecular cluster, C5H14N2S overall at a distorted geometry (wB97M-V/def2-TZVPD, the Open Molecules 2025 dataset).

```
22
Properties=species:S:1:pos:R:3:mulliken_charge:R:1
C 1.492 0.951 0.935 -0.010
N 1.211 0.359 2.138 -0.418
C -1.019 -1.955 0.363 0.158
C -2.108 -1.694 1.097 -0.792
S 0.674 0.190 -2.625 -0.479
C -1.111 -2.289 -1.082 -0.816
C 0.256 1.830 0.510 -0.734
N 0.420 2.661 -0.616 -0.299
H 2.376 1.613 1.017 0.415
H 1.683 0.279 0.012 0.123
H 2.108 0.040 2.569 0.273
H -0.029 -1.902 0.799 0.332
H -3.077 -1.833 0.590 0.201
H -2.032 -1.252 2.081 0.307
H 1.483 1.007 -3.324 0.118
H -2.137 -2.506 -1.346 0.350
H -0.362 -3.031 -1.376 0.292
H -0.933 -1.366 -1.712 -0.037
H -0.613 1.182 0.453 0.228
H 0.035 2.393 1.439 0.389
H 1.143 3.369 -0.557 0.278
H 0.541 1.952 -1.364 0.123
```

Values from the calculation:
Kohn-Sham gap = 0.1645 hartree
total energy = -706.35961 Ha
energy above the lowest of the compared OMol25 structures with the same formula, charge and spin = 144.65 kcal per mole
highest occupied orbital energy = -0.3067 Eh

No. 8
# C5H14N2S

A 3-piece molecular cluster, C5H14N2S overall at a distorted geometry (wB97M-V/def2-TZVPD, the Open Molecules 2025 dataset).

```
22
Properties=species:S:1:pos:R:3:mulliken_charge:R:1
N -1.898 -2.030 -0.458 -0.161
C -1.112 -0.954 -0.922 0.347
C -0.364 0.023 0.080 -0.852
S -3.001 0.225 1.306 -0.171
C 0.380 -1.123 -0.704 -0.500
N 2.805 0.607 -0.289 -0.062
C 2.455 1.517 0.718 -0.947
C 3.908 1.081 -1.088 -0.858
H -2.157 -2.817 -1.037 0.315
H -2.696 -1.548 -0.048 0.195
H -1.377 -0.421 -1.824 0.334
H -0.305 -0.094 1.175 0.464
H -0.234 1.028 -0.274 0.285
H -3.547 1.049 0.344 0.236
H 1.130 -0.805 -1.425 0.196
H 0.733 -1.971 -0.144 0.280
H 3.319 2.166 1.045 0.368
H 2.102 1.064 1.667 0.295
H 1.770 2.355 0.378 0.322
H 3.651 1.580 -2.025 0.314
H 4.569 0.275 -1.490 0.272
H 4.564 1.797 -0.555 0.328
```

Values from the calculation:
Kohn-Sham gap (alpha / beta) = 0.3519 / 0.1463 hartree
spin multiplicity = 2
⟨S²⟩ = 1.747
charge = +1
total energy = -706.08268 Ha
energy above the lowest of the compared OMol25 structures with the same formula, charge and spin = 143.58 kcal per mole
highest occupied orbital energy (alpha / beta) = -0.4761 / -0.4552 Eh

No. 9
# C5H14N3

A 2-piece molecular cluster, C5H14N3 overall at a distorted geometry (wB97M-V/def2-TZVPD, the Open Molecules 2025 dataset).

```
22
Properties=species:S:1:pos:R:3:mulliken_charge:R:1
C 1.746 0.553 -1.451 0.810
C 1.476 -0.722 -2.180 -1.157
C -1.810 -1.405 1.125 -1.133
C -1.417 1.054 1.801 -1.426
C -0.869 -0.132 1.037 0.663
N 0.759 1.306 -1.132 -0.566
N 3.025 0.840 -1.173 -0.390
N -0.969 -0.197 -0.331 -0.224
H 1.505 -1.555 -1.478 0.284
H 2.213 -0.892 -2.961 0.434
H 0.481 -0.681 -2.609 0.293
H -2.817 -1.081 1.372 0.357
H -1.835 -1.987 0.198 0.435
H -1.385 -2.049 1.890 0.331
H -2.451 1.255 1.528 0.372
H -0.829 1.943 1.582 0.348
H -1.369 0.875 2.872 0.383
H 0.134 -0.421 1.363 0.298
H 0.893 2.132 -0.566 0.190
H 3.766 0.284 -1.567 0.210
H 3.284 1.715 -0.742 0.214
H -1.719 0.377 -0.721 0.275
```

Values from the calculation:
Kohn-Sham gap (alpha / beta) = 0.2796 / 0.2798 hartree
charge = +1
total energy = -362.82720 Ha
energy above the lowest of the compared OMol25 structures with the same formula, charge and spin = 95.37 kcal per mole
highest occupied orbital energy (alpha / beta) = -0.5002 / -0.5003 Eh

No. 10
# C5H14N3

An isolated ion of composition C5H14N3 and charge +1 at a distorted geometry (wB97M-V/def2-TZVPD, the Open Molecules 2025 dataset).

```
22
Properties=species:S:1:pos:R:3:mulliken_charge:R:1
C 1.691 1.124 1.643 -1.259
C 0.443 1.241 0.787 0.381
N 0.305 2.874 0.350 -0.529
C 0.370 0.329 -0.522 -0.452
C -0.864 -0.567 -0.639 -0.560
N -0.569 -1.521 -1.768 -0.431
C -0.942 -2.770 -1.623 0.054
N -1.452 -3.436 -0.580 -0.320
H 1.492 0.870 2.797 0.279
H 2.505 1.950 1.904 0.358
H 2.270 0.258 1.367 0.321
H -0.578 1.090 1.255 0.483
H -0.745 3.054 0.500 0.396
H 0.889 3.655 0.780 0.351
H 0.437 2.982 -0.706 0.378
H 0.431 0.822 -1.626 0.315
H 1.267 -0.347 -0.208 0.082
H -1.710 0.014 -1.089 0.166
H -1.174 -0.977 0.477 0.248
H -0.614 -3.369 -2.559 0.276
H -1.773 -2.884 0.218 0.219
H -1.680 -4.391 -0.759 0.244
```

Values from the calculation:
Kohn-Sham gap = 0.3103 hartree
charge = +1
total energy = -362.83536 Ha
energy above the lowest of the compared OMol25 structures with the same formula, charge and spin = 90.24 kcal per mole
highest occupied orbital energy = -0.4394 Eh

No. 11
# C5H14N3

A 2-piece molecular cluster, C5H14N3 overall at a distorted geometry (wB97M-V/def2-TZVPD, the Open Molecules 2025 dataset).

```
22
Properties=species:S:1:pos:R:3:mulliken_charge:R:1
C 3.046 0.744 0.082 -0.314
C 1.432 -1.478 0.755 -0.999
C -1.800 0.863 -1.574 -0.807
C -1.422 0.649 0.815 -1.259
C -1.996 -1.242 -0.426 -0.150
N 1.834 0.858 0.572 0.136
N 1.020 -0.083 0.930 -0.488
N -1.807 0.023 -0.444 0.266
H 3.672 1.615 -0.225 0.277
H 3.547 -0.154 0.348 0.238
H 2.352 -1.792 1.220 0.372
H 0.539 -2.158 0.955 0.206
H 1.725 -1.604 -0.275 0.453
H -0.814 1.447 -1.570 0.282
H -1.745 0.346 -2.495 0.374
H -2.590 1.548 -1.822 0.330
H -0.366 0.311 0.897 0.422
H -1.740 1.676 0.930 0.392
H -1.918 0.089 1.496 0.454
H -1.860 -1.679 0.571 0.269
H -2.317 -1.665 -1.381 0.296
H 1.208 1.685 0.641 0.253
```

Values from the calculation:
Kohn-Sham gap = 0.2742 hartree
charge = +1
total energy = -362.75069 Ha
energy above the lowest of the compared OMol25 structures with the same formula, charge and spin = 143.37 kcal per mole
highest occupied orbital energy = -0.4311 Eh